Entry 1:
Entry from the Open Molecules 2025 dataset: a structure of composition C40H40GeN2O12OsP2S2 (ωB97M-V/def2-TZVPD).

Geometry as XYZ:
```
100
Properties=species:S:1:pos:R:3:forces:R:3
Os -1.781685 -0.306039 -0.417130 -0.2 -0.2 0.5
C -4.999673 5.966443 1.907105 0.0 0.0 0.0
C -3.941165 4.901987 1.978977 0.0 0.0 0.0
C -2.939150 4.819693 1.017470 0.0 0.0 0.0
C -1.955348 3.844375 1.088976 0.0 0.0 0.0
C -1.976552 2.943777 2.140668 0.1 0.0 0.0
C -2.952070 3.018255 3.127107 0.0 0.0 0.0
C -3.932707 3.989223 3.035876 0.0 0.0 0.0
S -0.765002 1.663245 2.207115 -0.1 0.1 0.0
O 0.276015 2.041591 1.300839 0.0 -0.1 0.0
O -0.505758 1.360013 3.581853 0.0 -0.1 0.0
N -1.571483 0.400843 1.534666 -0.1 -0.1 -0.1
C -2.011890 -0.741957 2.117471 0.0 -0.1 -0.2
C -2.433754 -1.009609 3.437647 -0.1 0.0 0.0
C -3.554808 -1.992031 3.546069 0.0 0.0 0.0
C -3.399504 -3.097305 2.535604 0.0 0.0 0.0
C -2.786140 -2.860882 1.375764 -0.1 0.0 0.0
N -2.232510 -1.615283 1.117690 0.3 0.2 0.2
H -4.980788 6.477992 0.947244 0.0 0.0 0.0
H -4.845269 6.711234 2.689141 0.0 0.0 0.0
H -5.992808 5.541556 2.052190 0.0 0.0 0.0
H -2.927880 5.524521 0.196240 0.0 0.0 0.0
H -1.181790 3.772816 0.337070 0.0 0.0 0.0
H -2.926010 2.329673 3.962851 0.0 0.0 0.0
H -4.696500 4.052516 3.800806 0.0 0.0 0.0
H -2.132853 -0.366287 4.248261 0.0 0.1 0.1
H -3.623852 -2.397423 4.556247 0.0 0.0 0.0
H -3.832845 -4.065198 2.738626 0.0 0.0 0.0
H -2.685638 -3.589040 0.583866 0.0 0.0 0.0
O 0.082872 -2.173632 -3.186359 -0.5 0.2 0.5
P -0.963635 -0.987737 -3.357340 0.3 -0.2 -0.1
O -1.498099 -0.852629 -4.705964 0.0 0.0 0.0
O -1.995538 -1.168824 -2.198722 0.0 0.1 0.1
O -0.050344 0.272147 -2.879482 -0.1 0.1 -0.1
P -0.463652 1.736287 -2.382504 0.2 0.0 0.0
O 0.796474 2.222054 -1.572605 -0.1 0.0 -0.1
O -0.890705 2.667970 -3.412240 0.0 0.0 0.0
O -1.557296 1.418166 -1.267130 0.1 -0.1 0.1
H 0.463828 -2.432371 -4.028052 0.2 -0.1 -0.4
H 0.858112 1.927456 -0.647174 0.0 0.0 0.0
O 0.975692 -0.911698 1.563126 -0.1 0.2 0.0
C 0.887688 -1.448927 0.484266 -0.2 -0.4 0.2
O -0.017229 -1.192918 -0.449095 -0.2 0.7 -0.3
C 1.739770 -2.618881 0.059249 0.1 -0.1 0.0
C 3.230214 -2.420632 0.293370 0.1 0.0 0.0
Ge 4.087236 -1.209853 -1.001455 0.1 0.0 0.0
C 3.778971 0.658450 -0.496282 0.0 -0.1 0.0
C 3.608707 0.949051 0.858225 -0.1 0.0 0.0
C 3.543577 2.260661 1.306720 0.0 0.0 -0.1
C 3.649035 3.309191 0.404883 0.0 0.0 0.0
C 3.811227 3.038450 -0.944982 0.0 0.0 0.0
C 3.877765 1.726467 -1.387497 0.1 0.0 0.1
C 3.466263 -1.779735 -2.774729 0.0 0.0 0.0
C 3.335465 -0.930381 -3.873148 -0.1 -0.1 0.1
C 2.869461 -1.398723 -5.092193 0.0 0.1 0.0
C 2.543542 -2.737587 -5.247079 0.0 -0.1 0.0
C 2.694154 -3.607041 -4.175084 0.1 0.0 0.0
C 3.145401 -3.126586 -2.952308 0.1 0.0 -0.1
C 6.024651 -1.505789 -0.907639 -0.1 0.0 -0.1
C 6.760634 -1.001035 0.164185 0.0 0.0 0.0
C 8.127311 -1.221759 0.255427 0.0 0.0 0.0
C 8.780004 -1.947350 -0.731377 0.0 0.0 0.0
C 8.062380 -2.448863 -1.806308 0.0 0.0 0.0
C 6.693352 -2.229265 -1.892301 0.0 0.0 0.1
H 1.517377 -2.833012 -0.983742 0.0 0.0 0.0
H 1.370695 -3.463827 0.651568 0.0 0.0 0.0
H 3.742351 -3.382612 0.213966 0.0 0.0 0.0
H 3.416953 -2.063024 1.306673 0.0 0.0 0.0
H 3.488000 0.150503 1.579322 0.0 0.0 0.0
H 3.399769 2.458671 2.359032 0.0 0.0 0.1
H 3.595006 4.332997 0.751524 0.0 0.0 0.0
H 3.871408 3.848303 -1.659772 0.0 0.0 0.0
H 4.001436 1.551489 -2.444562 0.0 0.0 -0.1
H 3.585157 0.115474 -3.789305 0.0 0.1 0.0
H 2.757068 -0.714840 -5.922282 0.0 0.0 0.0
H 2.181487 -3.102173 -6.199609 0.0 0.0 0.0
H 2.457433 -4.657649 -4.288331 0.0 0.0 0.0
H 3.246887 -3.820476 -2.127011 0.0 0.0 0.0
H 6.266992 -0.415606 0.931237 0.0 0.0 0.0
H 8.684342 -0.822321 1.092788 0.0 0.0 0.0
H 9.846664 -2.116110 -0.664719 0.0 0.0 0.0
H 8.567858 -3.009193 -2.581802 0.0 0.0 0.0
H 6.143711 -2.621672 -2.739507 0.0 0.0 0.0
C -4.507358 1.885244 -0.247053 0.1 -0.1 -0.1
S -4.200405 0.153579 -0.542039 -0.2 0.2 0.0
O -4.891306 -0.253984 -1.759045 0.1 -0.1 0.0
C -5.006036 -0.616905 0.865182 0.0 0.0 0.0
C -5.829029 -1.714907 0.594849 0.0 0.0 0.0
C -6.431762 -2.391544 1.692946 0.0 0.0 0.1
C -6.050755 -2.139270 2.964802 0.0 0.0 -0.1
C -4.942574 -1.178938 3.273037 0.0 0.0 0.0
C -4.712910 -0.227275 2.140598 0.0 -0.1 0.0
H -5.581023 2.042342 -0.320792 0.0 -0.1 0.0
H -3.969527 2.418087 -1.028471 0.0 0.0 0.0
H -4.122100 2.166613 0.728543 0.0 0.0 0.1
H -6.041452 -1.985310 -0.428374 0.0 0.0 -0.1
H -7.195999 -3.130523 1.492707 0.0 0.0 0.0
H -6.500566 -2.677149 3.788481 0.0 0.0 0.0
H -5.143831 -0.629306 4.196123 0.0 0.0 0.0
H -4.181830 0.691494 2.336325 0.1 0.1 0.0
```
Positions in Å, forces in eV/Å.

**ΔE to the lowest compared entry with this formula, charge and spin**: 61.5 kcal per mole
**DFT total energy**: -6207.4938 Ha
**2S+1**: 5
**Kohn-Sham gap (alpha / beta)**: 7.838 / 6.154 eV
**Strongest force on any atom**: 0.0152 Eh/bohr
**HOMO energy (alpha / beta)**: -8.19 / -8.84 eV

Atom charges from the Löwdin analysis, given in e for atoms 1 to 6: atom 1 (Os): 1.628, atom 2 (C): -0.041, atom 3 (C): -0.264, atom 4 (C): -0.022, atom 5 (C): -0.044, atom 6 (C): -0.290

***

Entry 2:
Entry from the Open Molecules 2025 dataset: the molecule C4H7NO2 at a distorted geometry (ωB97M-V/def2-TZVPD).

Geometry as XYZ:
```
14
Properties=species:S:1:pos:R:3:forces:R:3
O -2.550422 -0.999494 -0.148448 0.6 -2.0 0.1
C -1.250568 -0.704213 0.074210 5.0 -2.9 -0.9
N -0.214947 -1.553078 0.401287 -6.0 1.4 -0.3
C 1.034333 -0.857797 0.431529 -0.3 -0.2 3.6
O 1.755229 -1.235159 -0.642156 2.4 -2.0 -2.8
C 0.628448 0.640017 0.460134 -0.8 -0.9 -1.4
C -0.713563 0.671934 -0.317442 1.0 -1.1 -0.1
H -2.720701 -2.008270 -0.176434 0.8 2.2 0.4
H 1.605204 -1.183530 1.416523 -1.1 0.8 -1.6
H 1.968940 -2.242168 -0.740639 -1.1 2.9 0.9
H 1.315494 1.312232 0.048929 1.4 0.8 -0.9
H 0.466128 1.000283 1.433569 -0.2 0.0 1.6
H -0.472226 0.861967 -1.425954 -1.1 -0.6 1.6
H -1.417784 1.311623 0.132702 -0.6 1.7 -0.1
```
Positions in Å, forces in eV/Å.

**SMILES**: OC1=N[C@@H](O)CC1
**ΔE to the lowest compared entry with this formula, charge and spin**: 48.3 kcal per mole
**DFT total energy**: -361.8038 Ha
**2S+1**: 1
**Kohn-Sham gap**: 10.168 eV
**Strongest force on any atom**: 0.1199 Eh/bohr
**HOMO energy**: -9.45 eV

Atom charges from the natural (NBO) analysis, given in e for atoms 1 to 6: atom 1 (O): -0.669, atom 2 (C): 0.580, atom 3 (N): -0.538, atom 4 (C): 0.246, atom 5 (O): -0.731, atom 6 (C): -0.423

***

Entry 3:
Entry from the Open Molecules 2025 dataset: a cluster of 2 separate species, C6H13NO2 in total at a distorted geometry (ωB97M-V/def2-TZVPD).

Geometry as XYZ:
```
22
Properties=species:S:1:pos:R:3:forces:R:3
C -1.375858 -2.342123 0.121432 0.1 -0.1 -0.3
C -0.527889 -1.796477 -1.015966 -1.5 1.5 -0.3
N 0.794578 -1.482826 -0.597432 0.6 0.1 0.2
C -1.326997 -0.528182 -1.692694 0.8 -2.7 -1.3
O -2.488348 -0.584977 -2.023716 0.5 0.5 0.8
H -1.316552 -1.660313 0.971344 0.0 -0.1 0.1
H -1.011016 -3.327122 0.413653 -0.1 0.1 0.1
H -2.416468 -2.417241 -0.198918 0.1 0.0 0.1
H -0.477288 -2.521724 -1.838589 -0.1 0.1 0.0
H 0.788530 -0.787942 0.144051 0.0 -0.1 -0.2
H 1.381362 -1.159185 -1.356676 0.0 0.0 0.1
H -0.632745 0.206868 -2.160592 -0.1 0.4 0.5
C 2.031395 1.673520 1.623113 0.3 -0.1 -0.3
C 1.121362 2.485527 0.760037 -0.2 -0.2 0.2
C -0.085807 2.094970 0.368558 0.0 0.8 -0.7
O -0.611397 0.873978 0.672408 -2.3 -0.9 -1.1
H 1.532285 0.777271 1.979480 0.0 -0.1 0.1
H 2.928103 1.368696 1.064159 -0.2 0.0 0.1
H 2.373151 2.247140 2.483076 0.0 0.0 0.1
H 1.468955 3.459409 0.445289 -0.2 0.1 0.0
H -0.711134 2.743977 -0.251941 0.2 -0.2 0.2
H -1.438222 0.676756 0.089920 2.1 0.9 1.8
```
Positions in Å, forces in eV/Å.

**SMILES**: C[C@H](N)C=O.C/C=C\O
**ΔE to the lowest compared entry with this formula, charge and spin**: 54.8 kcal per mole
**DFT total energy**: -441.5926 Ha
**2S+1**: 1
**Kohn-Sham gap**: 9.511 eV
**Strongest force on any atom**: 0.0605 Eh/bohr
**HOMO energy**: -8.98 eV

Atom charges from the natural (NBO) analysis, given in e for atoms 1 to 6: atom 1 (C): -0.624, atom 2 (C): -0.125, atom 3 (N): -0.836, atom 4 (C): 0.374, atom 5 (O): -0.515, atom 6 (H): 0.209